No. 1
Entry from the OMol25 dataset: a molecular structure, C3H4AgO2 at a distorted geometry (ωB97M-V with the def2-TZVPD basis set).

CARTESIAN COORDINATES (ANGSTROEM)
H 2.243272 -1.113199 -1.947752
H 1.896595 -0.575440 -2.477332
O -0.542438 -0.821849 -0.310524
O -1.740662 0.137575 1.345176
C 0.796661 -0.171412 -0.696800
C 0.478279 0.886177 0.380626
C -0.762100 0.082781 0.610534
H 1.141519 0.929361 1.258175
H 0.279481 1.910813 0.032223
Ag -3.790607 -1.264808 1.805674

Forces on atoms 1 to 6 (eV/Å):
-0.447 1.457 -2.733
1.956 -2.244 0.894
3.040 -0.395 -2.393
2.322 0.112 -1.468
-3.716 -0.137 2.647
-0.185 0.156 0.369

For the HOMO energy (alpha / beta), the calculation gives -6.0 / -10.2 eV. As for the total energy: -413.88157 Ha. Its orbital gap (alpha / beta) is 4.2 / 8.4 eV. The value obtained for the strongest force on any atom is 0.0923 hartree/bohr. For the molecular weight, the calculation gives 179.93 u. The relative energy (zero: lowest compared OMol25 entry of this formula, charge and spin) is 4.0217 eV. Its spin multiplicity is 2.


No. 2
Entry from the OMol25 dataset: a gas-phase ion, C15H31N4 (charge +1) (ωB97M-V with the def2-TZVPD basis set).

CARTESIAN COORDINATES (ANGSTROEM)
C 5.928557 -1.511781 1.243238
C 6.124039 0.000346 1.019392
C 4.913915 0.828645 1.444093
C 3.725985 0.672051 0.489349
C 3.881205 1.514353 -0.786805
C 3.235397 0.881628 -2.015348
C 1.701912 0.781547 -1.919242
C 1.170308 -0.648036 -2.002755
C -0.357287 -0.720161 -2.142070
C -1.075049 -1.126762 -0.848341
C -2.534202 -0.680809 -0.837996
C -3.395636 -1.375822 0.213960
C -4.907436 -1.242457 -0.061143
N -5.606570 -0.440272 0.940379
C -6.305869 -0.759784 2.007395
N -6.734075 0.294296 2.676391
C -6.264942 1.339363 2.002037
N -6.465184 2.615605 2.314761
N -5.551368 0.923315 0.941083
H 6.154035 -2.076988 0.339580
H 4.892306 -1.734664 1.498545
H 6.570964 -1.884942 2.036629
H 6.336415 0.185972 -0.035578
H 6.999862 0.342665 1.569727
H 4.633177 0.550318 2.460856
H 5.181528 1.889166 1.448250
H 2.804836 0.950449 1.003912
H 3.621262 -0.380493 0.208098
H 3.426594 2.492917 -0.610199
H 4.940110 1.694616 -0.978856
H 3.657680 -0.118434 -2.139477
H 3.511350 1.456734 -2.899780
H 1.247159 1.366029 -2.722219
H 1.373267 1.245304 -0.983531
H 1.630458 -1.115487 -2.874667
H 1.480836 -1.204444 -1.116943
H -0.730853 0.267340 -2.435014
H -0.651930 -1.401919 -2.940126
H -0.538234 -0.698255 0.000123
H -1.042901 -2.214057 -0.747145
H -2.565552 0.404821 -0.703395
H -2.953400 -0.884235 -1.829578
H -3.191533 -0.959257 1.202153
H -3.133437 -2.431688 0.254663
H -5.398944 -2.210092 -0.073320
H -5.072288 -0.748948 -1.018268
H -6.506121 -1.787448 2.264242
H -6.206196 3.369506 1.705408
H -6.892088 2.836026 3.198103
H -5.062063 1.454217 0.239431

Forces on atoms 1 to 6 (eV/Å):
-0.025 0.190 -0.245
-0.016 -0.143 0.021
-0.045 0.136 -0.259
0.077 -0.058 -0.060
-0.129 -0.044 0.149
-0.010 0.060 0.157

For the HOMO energy, the calculation gives -12.4 eV. As for the total energy: -808.93527 Ha. Its orbital gap is 9.4 eV. As for the net charge: +1. The SMILES is CCCCCCCCCCCCCn1cnc(N)[nH+]1. The value obtained for the strongest force on any atom is 0.0093 hartree/bohr. For the molecular weight, the calculation gives 267.44 u. Its spin multiplicity is 1.


No. 3
Entry from the OMol25 dataset: a molecular structure, C54H51IN6O3STeV at a distorted geometry (ωB97M-V with the def2-TZVPD basis set).

CARTESIAN COORDINATES (ANGSTROEM)
V 2.067329 0.313861 -0.762502
C 4.934711 -3.938620 5.983158
C 3.979223 -3.244972 5.048484
C 4.004659 -3.506665 3.678898
C 3.161429 -2.836125 2.807365
C 2.272805 -1.901234 3.331595
C 2.207204 -1.635467 4.700259
C 3.059664 -2.313401 5.544007
S 1.325507 -0.939474 2.260023
O 0.020939 -0.655964 2.765495
O 1.481559 -1.485555 0.923508
N 2.173114 0.542231 2.407540
C 3.496672 0.555958 1.817536
C 4.568102 0.679493 2.675120
C 5.853295 0.526125 2.177607
C 6.012644 0.254350 0.831051
C 4.895677 0.168755 0.024415
N 3.645626 0.324062 0.497035
H 5.266885 -4.892617 5.575334
H 4.479920 -4.114490 6.958271
H 5.821143 -3.319424 6.141687
H 4.695176 -4.246622 3.290187
H 3.176927 -3.038542 1.744174
H 1.488538 -0.920675 5.085736
H 3.018350 -2.121794 6.610498
H 4.371109 0.880894 3.719795
H 6.712127 0.599584 2.834185
H 6.993323 0.118175 0.394054
H 4.987586 -0.027494 -1.033265
C 2.004332 5.764059 -0.919713
C 1.686617 5.238856 -2.168104
C 1.964451 3.912301 -2.456533
C 2.549857 3.117736 -1.485161
C 2.888233 3.631459 -0.248797
C 2.614400 4.962280 0.032195
N 2.769621 1.710704 -1.813940
N 3.378452 1.559353 -2.904850
C 2.191991 -0.759818 -3.093402
C 1.874572 -1.669395 -4.298382
C 1.411485 -3.038673 -3.911578
C 1.704116 -3.549475 -2.718171
C 2.229428 -2.715677 -1.616719
C 2.436153 -1.402766 -1.753364
H 1.781642 6.799328 -0.692938
H 1.234065 5.866947 -2.924784
H 1.733840 3.483144 -3.424544
H 3.408104 3.020725 0.478747
H 2.891154 5.373029 0.994150
H 2.770593 -1.804119 -4.907372
H 0.954424 -3.647740 -4.683662
H 1.467873 -4.586047 -2.502705
H 2.304863 -3.179530 -0.641267
I -0.336484 -1.543009 -6.499324
C 0.945536 -0.695700 -5.047302
C 1.854055 0.357539 -5.679086
C 2.941919 0.730274 -5.018934
C 3.262417 0.253781 -3.602471
N 0.932316 0.020472 -2.819540
C 0.239190 0.006912 -3.884980
H 1.609840 0.763503 -6.654217
H 3.622806 1.469076 -5.428848
H 4.236866 -0.241155 -3.600979
H -0.714679 0.523301 -3.980663
C -7.447560 -0.261717 -4.027616
C -6.188772 -0.256957 -3.202247
C -6.107837 0.472672 -2.017472
C -4.962804 0.491876 -1.236989
C -4.948443 1.325743 0.022895
C -3.864074 -0.261334 -1.684165
Te -2.103477 -0.241573 -0.574624
N 0.763131 1.018823 0.194678
C 0.682833 1.882718 1.106327
O 1.391751 1.717382 2.292582
C -0.101069 3.125193 1.110543
C -0.780334 3.468368 -0.056010
C -1.500865 4.650007 -0.113203
C -1.540251 5.489023 0.995047
C -0.867247 5.142553 2.162117
C -0.146484 3.961105 2.224203
C -2.856990 -1.170418 1.144136
C -2.910681 -0.474916 2.352062
C -2.515251 0.972873 2.527193
C -3.368179 -1.167810 3.470018
C -3.736455 -2.501446 3.410582
C -4.214273 -3.235411 4.635561
C -3.647139 -3.164130 2.184584
C -3.213481 -2.528341 1.036059
C -3.139427 -3.302919 -0.258803
C -3.899462 -0.995989 -2.874416
C -2.754059 -1.840535 -3.385366
C -5.075063 -0.978405 -3.611653
H -8.205690 0.394892 -3.605036
H -7.862841 -1.269493 -4.086220
H -7.240959 0.062407 -5.048820
H -6.964682 1.055930 -1.695324
H -5.801056 2.001470 0.040044
H -4.045879 1.939478 0.099858
H -5.004901 0.693309 0.910758
H -0.714541 2.815131 -0.917887
H -2.025320 4.922976 -1.020826
H -2.098934 6.416001 0.950288
H -0.909864 5.794021 3.025373
H 0.377180 3.689789 3.131245
H -2.178857 1.442173 1.601945
H -1.700513 1.052824 3.246311
H -3.355593 1.558955 2.903931
H -3.428356 -0.638945 4.417370
H -4.250231 -2.581816 5.505560
H -3.552729 -4.073527 4.862570
H -5.211687 -3.647417 4.473393
H -3.919688 -4.213841 2.128168
H -3.282422 -4.366055 -0.076113
H -2.170110 -3.186560 -0.754117
H -3.916585 -2.976964 -0.952444
H -1.823461 -1.706350 -2.828352
H -2.552296 -1.613393 -4.429303
H -3.003120 -2.902762 -3.329795
H -5.120211 -1.554708 -4.532660

Forces on atoms 1 to 6 (eV/Å):
-0.737 -1.482 -0.466
-0.075 0.021 -0.071
0.068 -0.073 0.082
0.020 -0.014 0.013
-0.070 0.037 0.167
0.352 -0.116 0.206

For the HOMO energy (alpha / beta), the calculation gives -12.2 / -12.2 eV. As for the total energy: -4549.82105 Ha. Its orbital gap (alpha / beta) is 7.2 / 4.8 eV. As for the net charge: +2. The value obtained for the strongest force on any atom is 0.0334 hartree/bohr. For the molecular weight, the calculation gives 1169.56 u. The relative energy (zero: lowest compared OMol25 entry of this formula, charge and spin) is 3.8599 eV. Its spin multiplicity is 2.


No. 4
Entry from the OMol25 dataset: C2H4N4 in the gas phase (ωB97M-V with the def2-TZVPD basis set).

CARTESIAN COORDINATES (ANGSTROEM)
N -1.749245 -0.225238 -0.271082
C -0.410424 -0.012805 -0.065370
N 0.351950 -1.083823 0.016459
C 1.588750 -0.556773 0.089710
N 1.661889 0.754914 0.079833
N 0.338560 1.105345 -0.021192
H -2.453847 0.336846 0.174802
H -1.829439 -1.209456 -0.054799
H 2.442376 -1.210842 0.148597
H 0.086209 2.081590 -0.092628

Forces on atoms 1 to 6 (eV/Å):
-0.248 0.069 -0.054
0.091 -0.154 0.026
0.177 0.247 0.001
0.488 0.096 0.049
0.029 -0.242 0.006
-0.266 -0.127 -0.076

For the HOMO energy, the calculation gives -8.9 eV. As for the total energy: -297.63516 Ha. Its orbital gap is 9.7 eV. The SMILES is Nc1ncn[nH]1. The value obtained for the strongest force on any atom is 0.0137 hartree/bohr. For the molecular weight, the calculation gives 84.08 u. The relative energy (zero: lowest compared OMol25 entry of this formula, charge and spin) is 0.2488 eV. Its spin multiplicity is 1.


No. 5
Entry from the OMol25 dataset: a molecular structure, C8H11NO at a distorted geometry (ωB97M-V with the def2-TZVPD basis set).

CARTESIAN COORDINATES (ANGSTROEM)
C -0.966394 -1.014167 -0.456335
C 0.159661 -1.540111 -0.888282
C -1.655159 1.577930 -0.842041
C 0.973072 -0.547906 -0.083092
C -0.474156 0.081109 0.435482
C 0.487147 -2.629830 -1.768702
C -0.635719 -0.100578 1.936085
C 0.244347 2.470789 0.416659
N -0.707384 1.440272 -0.016788
O -2.327786 2.230522 -1.560619
H 1.694917 -0.913486 0.623604
H 1.646800 0.171804 -0.626393
H 1.232040 -2.344443 -2.590512
H -0.396803 -3.185034 -2.148728
H 1.165885 -3.341181 -1.190163
H -1.513558 0.496499 2.382160
H 0.212639 0.070283 2.609548
H -0.797949 -1.122355 2.047160
H 0.058120 3.470235 0.008879
H 0.221413 2.476617 1.520390
H 1.378869 2.253030 0.191690

Forces on atoms 1 to 6 (eV/Å):
-1.648 1.081 -0.205
-0.304 1.098 0.446
-3.071 -1.744 -2.129
0.369 1.495 -0.565
3.425 -0.765 0.815
2.488 -1.936 -0.833

For the HOMO energy (alpha / beta), the calculation gives -6.6 / -8.5 eV. As for the total energy: -441.20130 Ha. Its orbital gap (alpha / beta) is 6.3 / 9.2 eV. The value obtained for the strongest force on any atom is 0.0802 hartree/bohr. For the molecular weight, the calculation gives 137.18 u. The relative energy (zero: lowest compared OMol25 entry of this formula, charge and spin) is 6.7015 eV. Its spin multiplicity is 1.


No. 6
Entry from the OMol25 dataset: a molecular structure, C18H12N7O6PtSSe (ωB97M-V with the def2-TZVPD basis set).

CARTESIAN COORDINATES (ANGSTROEM)
Pt -1.329800 -0.057112 -0.279897
O -0.309209 -1.752526 0.025590
N 0.985523 -1.579770 0.185420
N 1.403372 -0.412331 0.060776
O 0.635821 0.618836 -0.271894
C 2.810534 -0.131458 0.261899
C 3.317966 1.042814 -0.266494
C 4.665475 1.311691 -0.084205
C 5.468809 0.421185 0.612400
C 4.931319 -0.747692 1.136853
C 3.588504 -1.036385 0.968892
H 2.677089 1.724274 -0.804910
H 5.085735 2.220814 -0.490958
H 6.518683 0.639542 0.752011
H 5.558681 -1.436860 1.684710
H 3.154887 -1.937371 1.377133
O -3.124135 2.397403 -5.214668
C -2.471890 1.272462 -5.456832
O -2.285967 0.841680 -6.558708
C -1.940137 0.510248 -4.278976
C -1.291163 -0.706692 -4.408568
N -0.922430 -1.114687 -3.186907
N -1.315906 -0.229347 -2.275240
C -1.940678 0.759883 -2.905162
C -2.466518 1.851084 -2.031403
O -3.063796 2.798679 -2.472605
O -2.199266 1.682547 -0.746137
H -3.165529 2.629916 -4.263299
H -1.085100 -1.280503 -5.296837
H -0.508633 -1.992699 -2.908629
Se -2.031947 2.222658 1.975142
N -1.534843 0.497347 1.669740
C -1.103727 -0.043285 2.811779
C -0.703579 -1.391109 3.036732
C -0.322863 -1.738972 4.293059
C -0.314546 -0.813855 5.387569
C -0.728718 0.461468 5.223228
C -1.151840 0.878499 3.922946
N -1.607954 2.086363 3.655703
H -0.749043 -2.116867 2.242028
H -0.033550 -2.763862 4.485712
H 0.007145 -1.161111 6.359490
H -0.764922 1.176174 6.033157
S -3.440060 -0.990054 -0.090594
C -3.452896 -1.969810 -1.465564
N -3.448897 -2.641210 -2.403484

Forces on atoms 1 to 6 (eV/Å):
-0.106 -0.063 0.016
0.005 0.045 0.078
-0.017 -0.003 -0.018
0.052 -0.033 -0.030
-0.168 0.035 0.043
0.038 0.015 -0.004

For the HOMO energy, the calculation gives -12.8 eV. As for the total energy: -4446.47262 Ha. Its orbital gap is 7.9 eV. As for the net charge: +1. The value obtained for the strongest force on any atom is 0.0081 hartree/bohr. For the molecular weight, the calculation gives 728.44 u. The relative energy (zero: lowest compared OMol25 entry of this formula, charge and spin) is 0.0000 eV. Its spin multiplicity is 1.